[1]
The following is a DFT calculation (ωB97M-V with the def2-TZVPD basis set) of a molecular structure, C40H43AsF3IrN3O6S in a non-equilibrium geometry.

Output
* total energy: -5202.88076 Ha
* gap between HOMO and LUMO (spin up / spin down): 0.1776 / 0.1774 Ha

```
! wB97M-V def2-TZVPD RIJCOSX def2/J DEFGRID3
* xyz 2 2
Ir -0.167 -0.057 0.194
O -1.109 -1.866 -0.536
O -1.300 -2.245 -1.828
C 4.792 2.296 -4.707
C 3.374 2.172 -4.265
C 2.518 3.268 -4.243
C 1.211 3.154 -3.792
C 0.311 4.356 -3.810
C 0.747 1.911 -3.342
As -1.112 1.903 -2.634
N -0.771 1.581 -0.820
C -1.130 2.559 0.061
C -0.645 2.517 1.393
C -1.071 3.428 2.332
C -1.954 4.445 1.988
C -2.413 4.533 0.678
C -2.016 3.612 -0.264
C -1.976 0.256 -3.184
C -2.740 -0.413 -2.240
C -3.523 0.201 -1.151
C -2.629 -1.908 -2.299
C -2.705 -2.397 -3.714
C -3.218 -3.763 -3.954
C -2.259 -1.579 -4.718
C -1.802 -0.266 -4.484
C -1.241 0.556 -5.593
C 1.575 0.786 -3.383
C 1.118 -0.577 -2.982
C 2.875 0.944 -3.853
H 4.918 3.121 -5.400
H 5.132 1.379 -5.177
H 5.437 2.484 -3.848
H 2.871 4.224 -4.598
H 0.829 5.225 -4.205
H -0.046 4.592 -2.802
H -0.557 4.161 -4.448
H 0.081 1.758 1.681
H -0.706 3.355 3.344
H -2.276 5.161 2.726
H -3.097 5.318 0.401
H -2.417 3.667 -1.274
H -3.579 1.285 -1.265
H -3.100 -0.051 -0.169
H -4.539 -0.203 -1.152
H -3.358 -2.392 -1.638
H -3.985 -4.039 -3.235
H -2.398 -4.476 -3.837
H -3.607 -3.868 -4.963
H -2.244 -1.958 -5.730
H -1.692 0.258 -6.538
H -0.160 0.426 -5.694
H -1.443 1.619 -5.420
H 0.532 -1.047 -3.772
H 0.495 -0.531 -2.080
H 1.966 -1.227 -2.782
H 3.511 0.074 -3.906
F 6.035 -0.570 -2.614
C 6.068 -0.105 -1.352
F 6.790 -0.954 -0.632
F 6.700 1.068 -1.386
C 4.652 0.025 -0.826
C 4.008 1.254 -0.789
C 2.687 1.290 -0.375
N 2.017 0.195 -0.019
C 2.650 -0.983 -0.025
C 3.968 -1.116 -0.420
H 4.517 2.164 -1.066
H 2.154 2.232 -0.332
H 2.082 -1.848 0.291
H 4.448 -2.083 -0.416
C -0.441 3.492 6.832
C 0.048 2.139 6.434
C 0.995 1.983 5.426
C 1.452 0.725 5.067
C 0.968 -0.375 5.747
C 0.015 -0.260 6.738
C -0.442 1.001 7.079
S 1.656 -1.996 5.372
O 1.462 -2.848 6.491
O 2.918 -1.837 4.729
N 0.619 -2.512 4.153
C -0.786 -2.700 4.340
C -1.574 -2.587 3.030
C -1.070 -1.477 2.135
O -1.798 -0.525 1.791
O 0.121 -1.523 1.703
H 0.233 4.271 6.488
H -0.529 3.556 7.914
H -1.432 3.680 6.417
H 1.401 2.854 4.931
H 2.208 0.588 4.312
H -0.312 -1.137 7.276
H -1.167 1.107 7.871
H 0.915 -2.327 3.200
H -1.150 -1.966 5.072
H -0.952 -3.693 4.784
H -2.632 -2.426 3.242
H -1.464 -3.515 2.460
*
```


[2]
The following is a DFT calculation (ωB97M-V with the def2-TZVPD basis set) of 6 unconnected molecules or ions with the total composition C40H43B3F3N5O15 in a non-equilibrium geometry.

Output
* total energy: -3326.45288 Ha
* ΔE to the lowest compared entry with this formula, charge and spin: 0.0 kJ/mol
* SMILES: CC[C@@H](C)B1OB(CCC(F)(F)F)OB(COC(C)=O)O1.O=[N+]([O-])c1ccccc1.O=[N+]([O-])c1ccccc1.O=[N+]([O-])c1ccccc1.O=[N+]([O-])c1ccccc1.O=[N+]([O-])c1ccccc1
* gap between HOMO and LUMO: 0.3326 Ha

```
! wB97M-V def2-TZVPD RIJCOSX def2/J DEFGRID3
* xyz 0 1
C -1.413 -5.087 3.664
C -1.050 -3.641 4.005
C -0.692 -2.697 2.821
C -0.979 -3.256 1.413
B -1.400 -1.310 2.920
O -0.829 -0.157 2.368
B -1.699 0.798 1.876
C -1.467 1.488 0.486
C -1.298 0.412 -0.594
C -1.245 0.959 -1.999
F -1.718 0.077 -2.898
F -1.965 2.092 -2.158
F 0.017 1.265 -2.368
O -2.865 1.020 2.602
B -3.465 -0.180 2.957
C -4.979 -0.439 2.636
O -5.279 -1.833 2.756
C -6.327 -2.298 2.049
C -6.745 -3.655 2.523
O -6.819 -1.698 1.139
O -2.662 -1.167 3.486
H -1.341 -5.697 4.566
H -2.445 -5.173 3.317
H -0.742 -5.532 2.925
H -1.879 -3.216 4.575
H -0.199 -3.662 4.691
H 0.384 -2.487 2.863
H -0.518 -4.231 1.263
H -2.053 -3.341 1.215
H -0.565 -2.587 0.652
H -2.338 2.108 0.268
H -0.584 2.135 0.491
H -0.358 -0.120 -0.434
H -2.094 -0.336 -0.560
H -5.195 -0.090 1.621
H -5.637 0.129 3.305
H -7.760 -3.621 2.917
H -6.038 -4.078 3.230
H -6.752 -4.305 1.645
O 4.625 6.671 -3.262
N 3.556 6.743 -2.684
O 3.305 7.554 -1.814
C 2.502 5.787 -3.064
C 2.781 4.840 -4.032
C 1.784 3.941 -4.377
C 0.542 4.005 -3.760
C 0.286 4.969 -2.793
C 1.273 5.873 -2.434
H 3.752 4.809 -4.502
H 1.980 3.187 -5.128
H -0.231 3.300 -4.032
H -0.683 5.015 -2.315
H 1.100 6.631 -1.684
O 0.041 -7.717 5.658
N 0.895 -6.869 5.824
O 0.683 -5.739 6.215
C 2.293 -7.237 5.523
C 2.558 -8.507 5.045
C 3.871 -8.840 4.754
C 4.885 -7.911 4.945
C 4.593 -6.643 5.429
C 3.285 -6.294 5.723
H 1.751 -9.210 4.906
H 4.101 -9.827 4.377
H 5.909 -8.176 4.713
H 5.385 -5.921 5.578
H 3.031 -5.315 6.100
O 1.525 2.456 -7.649
N 1.917 3.558 -7.981
O 3.048 3.968 -7.805
C 0.949 4.465 -8.625
C -0.353 4.033 -8.794
C -1.260 4.898 -9.386
C -0.855 6.162 -9.794
C 0.460 6.570 -9.616
C 1.379 5.717 -9.024
H -0.643 3.046 -8.469
H -2.285 4.583 -9.527
H -1.569 6.834 -10.253
H 0.774 7.554 -9.936
H 2.407 6.011 -8.872
O -4.790 -6.001 3.620
N -5.424 -5.985 4.659
O -5.414 -5.071 5.457
C -6.270 -7.155 4.961
C -6.277 -8.215 4.074
C -7.068 -9.314 4.370
C -7.830 -9.333 5.531
C -7.807 -8.253 6.404
C -7.020 -7.148 6.123
H -5.675 -8.175 3.179
H -7.088 -10.156 3.692
H -8.443 -10.195 5.757
H -8.402 -8.271 7.307
H -6.982 -6.297 6.785
O 11.259 11.094 -3.042
N 10.187 11.127 -2.469
O 9.898 11.914 -1.589
C 9.165 10.141 -2.871
C 9.482 9.217 -3.850
C 8.519 8.289 -4.214
C 7.270 8.298 -3.606
C 6.978 9.239 -2.627
C 7.929 10.173 -2.249
H 10.459 9.231 -4.308
H 8.747 7.555 -4.976
H 6.515 7.578 -3.882
H 6.003 9.237 -2.157
H 7.726 10.913 -1.490
*
```


Copy entry 1 word for word.
The following is a DFT calculation (ωB97M-V with the def2-TZVPD basis set) of a molecular structure, C40H43AsF3IrN3O6S in a non-equilibrium geometry.

Output
* total energy: -5202.88076 Ha
* gap between HOMO and LUMO (spin up / spin down): 0.1776 / 0.1774 Ha

```
! wB97M-V def2-TZVPD RIJCOSX def2/J DEFGRID3
* xyz 2 2
Ir -0.167 -0.057 0.194
O -1.109 -1.866 -0.536
O -1.300 -2.245 -1.828
C 4.792 2.296 -4.707
C 3.374 2.172 -4.265
C 2.518 3.268 -4.243
C 1.211 3.154 -3.792
C 0.311 4.356 -3.810
C 0.747 1.911 -3.342
As -1.112 1.903 -2.634
N -0.771 1.581 -0.820
C -1.130 2.559 0.061
C -0.645 2.517 1.393
C -1.071 3.428 2.332
C -1.954 4.445 1.988
C -2.413 4.533 0.678
C -2.016 3.612 -0.264
C -1.976 0.256 -3.184
C -2.740 -0.413 -2.240
C -3.523 0.201 -1.151
C -2.629 -1.908 -2.299
C -2.705 -2.397 -3.714
C -3.218 -3.763 -3.954
C -2.259 -1.579 -4.718
C -1.802 -0.266 -4.484
C -1.241 0.556 -5.593
C 1.575 0.786 -3.383
C 1.118 -0.577 -2.982
C 2.875 0.944 -3.853
H 4.918 3.121 -5.400
H 5.132 1.379 -5.177
H 5.437 2.484 -3.848
H 2.871 4.224 -4.598
H 0.829 5.225 -4.205
H -0.046 4.592 -2.802
H -0.557 4.161 -4.448
H 0.081 1.758 1.681
H -0.706 3.355 3.344
H -2.276 5.161 2.726
H -3.097 5.318 0.401
H -2.417 3.667 -1.274
H -3.579 1.285 -1.265
H -3.100 -0.051 -0.169
H -4.539 -0.203 -1.152
H -3.358 -2.392 -1.638
H -3.985 -4.039 -3.235
H -2.398 -4.476 -3.837
H -3.607 -3.868 -4.963
H -2.244 -1.958 -5.730
H -1.692 0.258 -6.538
H -0.160 0.426 -5.694
H -1.443 1.619 -5.420
H 0.532 -1.047 -3.772
H 0.495 -0.531 -2.080
H 1.966 -1.227 -2.782
H 3.511 0.074 -3.906
F 6.035 -0.570 -2.614
C 6.068 -0.105 -1.352
F 6.790 -0.954 -0.632
F 6.700 1.068 -1.386
C 4.652 0.025 -0.826
C 4.008 1.254 -0.789
C 2.687 1.290 -0.375
N 2.017 0.195 -0.019
C 2.650 -0.983 -0.025
C 3.968 -1.116 -0.420
H 4.517 2.164 -1.066
H 2.154 2.232 -0.332
H 2.082 -1.848 0.291
H 4.448 -2.083 -0.416
C -0.441 3.492 6.832
C 0.048 2.139 6.434
C 0.995 1.983 5.426
C 1.452 0.725 5.067
C 0.968 -0.375 5.747
C 0.015 -0.260 6.738
C -0.442 1.001 7.079
S 1.656 -1.996 5.372
O 1.462 -2.848 6.491
O 2.918 -1.837 4.729
N 0.619 -2.512 4.153
C -0.786 -2.700 4.340
C -1.574 -2.587 3.030
C -1.070 -1.477 2.135
O -1.798 -0.525 1.791
O 0.121 -1.523 1.703
H 0.233 4.271 6.488
H -0.529 3.556 7.914
H -1.432 3.680 6.417
H 1.401 2.854 4.931
H 2.208 0.588 4.312
H -0.312 -1.137 7.276
H -1.167 1.107 7.871
H 0.915 -2.327 3.200
H -1.150 -1.966 5.072
H -0.952 -3.693 4.784
H -2.632 -2.426 3.242
H -1.464 -3.515 2.460
*
```


> Which of these has the lowest total energy?

C40H43AsF3IrN3O6S


> Which value of total energy does entry 1 give?

-5202.88076 Ha